# 1
A 4-piece molecular cluster, C24H21F7N overall at a distorted geometry. Source: the Open Molecules 2025 dataset; level of theory: wB97M-V/def2-TZVPD.

- E_LUMO: 2.430 eV
- Frontier orbital gap: 6.35 eV
- HOMO level: -3.92 eV

Geometry as ORCA input:
```
! RIJCOSX wB97M-V def2-TZVPD def2/J DEFGRID3
* xyz -1 1
C -3.03219 0.28812 2.21741
C -1.88092 0.59577 2.24873
C -0.53340 1.08009 2.62144
N -0.34486 2.49637 2.51404
C -0.94288 3.25305 3.42657
F -0.53145 4.56910 3.30372
F -2.35440 3.36557 3.37563
C -0.70402 2.96231 4.93758
F -1.33374 1.84017 5.35122
F -1.18978 3.98276 5.71082
C 0.77725 2.85369 5.36311
F 0.81115 2.45760 6.66227
F 1.48361 1.96292 4.67404
F 1.38869 4.04123 5.28800
H -4.06750 0.14991 2.09827
H 0.14851 0.61829 1.91072
H -0.26722 0.64410 3.58590
C -1.38490 -4.52298 3.48813
C -0.34605 -4.74532 2.59478
C 0.61020 -3.76121 2.38695
C 0.53263 -2.55926 3.07721
C -0.50578 -2.33786 3.96767
C -1.46733 -3.31697 4.17024
H -2.13619 -5.28676 3.64540
H -0.28485 -5.68292 2.05650
H 1.41516 -3.92930 1.68170
H 1.27665 -1.78951 2.91494
H -0.57404 -1.39738 4.49707
H -2.28471 -3.13582 4.85566
C 3.28806 -0.50213 -1.33181
C 2.44830 -1.15314 -0.43948
C 1.09952 -1.29648 -0.73150
C 0.59022 -0.79231 -1.91919
C 1.42957 -0.14312 -2.81307
C 2.77792 0.00444 -2.51852
H 4.33853 -0.38331 -1.09903
H 2.84465 -1.54467 0.48890
H 0.44376 -1.79611 -0.02953
H -0.46257 -0.89981 -2.14400
H 1.03021 0.25454 -3.73711
H 3.43115 0.51973 -3.21193
C -1.63492 1.65125 -7.57341
C -1.27742 0.36595 -7.95559
C -0.10217 -0.19785 -7.47997
C 0.71438 0.52340 -6.62053
C 0.35627 1.80820 -6.23727
C -0.81796 2.37260 -6.71455
H -2.55328 2.08972 -7.94164
H -1.91767 -0.19848 -8.62116
H 0.17663 -1.20057 -7.77674
H 1.62809 0.08131 -6.24454
H 0.98942 2.36789 -5.56105
H -1.09830 3.37316 -6.41301
*
```

# 2
C24H21FeNO8 as an isolated structure at a distorted geometry. Source: the Open Molecules 2025 dataset; level of theory: wB97M-V/def2-TZVPD.

- ⟨S²⟩: 6.080
- E_LUMO (spin up / spin down): 0.020 / -2.290 eV
- Frontier orbital gap (spin up / spin down): 5.61 / 7.03 eV
- HOMO level (spin up / spin down): -5.59 / -9.32 eV

Geometry as ORCA input:
```
! RIJCOSX wB97M-V def2-TZVPD def2/J DEFGRID3
* xyz 0 5
C 5.75479 -0.30840 -0.59859
O 4.58539 -0.25285 -1.42262
C 3.47417 -0.98098 -1.09937
C 3.20490 -1.52627 0.19247
C 1.96951 -0.95654 0.88577
C 0.67977 -0.61736 -0.05014
C 1.09623 -0.70022 -1.45243
C 2.33282 -0.96641 -1.98823
Fe 3.57586 -3.10251 -1.23071
C 2.95168 -4.20738 -0.05835
O 2.58880 -5.17140 0.48428
C 5.05848 -4.06182 -1.28846
O 5.82715 -4.93234 -1.41949
C 2.84749 -4.01556 -2.52872
O 2.46995 -4.92409 -3.15989
H 6.54596 -0.82975 -1.13662
H 6.07994 0.71418 -0.39892
H 5.62533 -0.78634 0.36667
H 4.04359 -1.63753 0.89483
H 1.69499 -1.71679 1.65502
H 2.26840 -0.02321 1.38436
H 0.09503 -1.50996 0.27965
H 0.26201 -0.49568 -2.12084
H 2.47345 -0.93582 -3.07389
C -3.45604 -0.00028 1.88541
C -2.29817 -0.93084 1.57709
C -2.42562 -2.32469 2.17890
O -2.19985 -1.08196 0.16128
C -1.57732 -0.13679 -0.59929
O -1.87349 -0.03188 -1.77327
C -0.42740 0.54690 0.07849
C -0.47322 2.02947 -0.54363
C -1.82414 2.79393 -0.39593
C -2.07586 3.66162 0.68646
C -3.25547 4.40714 0.79539
C -4.23464 4.32987 -0.20304
C -5.50205 5.00918 -0.05628
N -6.54344 5.53049 0.07286
C -3.98166 3.52773 -1.32116
C -2.80395 2.78663 -1.40552
C -0.58912 0.71763 1.54055
O -0.21906 1.69232 2.16222
O -1.09195 -0.39299 2.14606
H -3.30376 0.98758 1.42926
H -4.37652 -0.43914 1.49367
H -3.53773 0.12735 2.96513
H -1.57556 -2.93747 1.85970
H -2.41418 -2.25033 3.26842
H -3.35141 -2.79353 1.83675
H 0.28557 2.64701 -0.03622
H -0.26246 1.99150 -1.63107
H -1.33147 3.74366 1.47926
H -3.41873 5.07110 1.65425
H -4.71911 3.50285 -2.13434
H -2.64785 2.16097 -2.28718
*
```

# 3
An isolated molecule of C24H21N3O5 at a distorted geometry. Source: the Open Molecules 2025 dataset; level of theory: wB97M-V/def2-TZVPD.

- ΔE to the lowest compared entry with this formula, charge and spin: 488.6 kcal/mol
- SMILES string: COc1ccc(-n2c(C)cc(C(=O)Cn3nc(C(=O)O)c4ccccc4c3=O)c2C)cc1
- E_LUMO: -1.404 eV
- Frontier orbital gap: 5.92 eV
- HOMO level: -7.33 eV

Geometry as ORCA input:
```
! RIJCOSX wB97M-V def2-TZVPD def2/J DEFGRID3
* xyz 0 1
C 1.14886 -2.50034 -5.81384
H 1.06836 -2.55898 -6.83898
O -0.29062 -2.04288 -5.36526
C -0.42215 -1.77071 -4.17487
C 0.60655 -1.65419 -3.27730
C 0.25689 -1.58683 -1.93405
C -0.96929 -1.35592 -1.61172
C -2.18972 -1.13373 -2.65894
C -1.82454 -1.46765 -3.97000
H -2.45291 -1.45084 -4.66074
H -3.31053 -1.09264 -2.34757
N -1.64478 -0.93389 -0.36458
C -1.82735 0.46765 0.11288
C -2.14094 0.18044 1.61215
C -1.77923 -0.99232 1.87702
C -1.32892 -1.90553 0.80273
C -0.86742 -3.17205 0.66065
H 0.12572 -3.38776 0.51275
H -1.64493 -3.57210 -0.15434
H -1.32793 -3.90217 1.55609
H -1.82868 -1.44367 2.85772
C -2.34293 1.15737 2.42226
O -3.30866 2.07257 2.38576
C -1.14955 1.37794 3.49810
N -0.20571 1.61640 2.64208
N 0.55215 0.33681 2.66160
C 1.65070 0.11009 1.66404
C 1.81127 1.01032 0.83505
C 2.99225 0.68620 -0.25709
C 3.36606 1.80489 -1.00368
C 2.65061 3.10992 -0.89046
C 1.81358 3.44859 -0.00262
C 1.41462 2.31114 0.98236
C 0.52201 2.66023 1.88724
O -0.05351 3.68466 2.08406
H 1.25164 4.24846 0.32933
H 3.00852 4.04905 -1.60932
H 4.12643 1.42656 -1.71142
H 3.28629 -0.23062 -0.34863
C 1.81824 -1.58872 1.64611
O 2.69756 -1.96734 0.93554
O 1.44967 -2.39705 2.69793
H 0.86822 -1.60218 3.14329
H -1.13665 2.55386 3.87083
H -1.28002 0.74339 4.09410
C -2.01783 1.58520 -0.60044
H -2.83080 1.43350 -1.28804
H -1.04413 1.65782 -1.25884
H -2.30598 2.43464 -0.12554
H 0.86939 -1.70076 -1.19106
H 1.47926 -2.07119 -3.38758
H 1.75846 -1.61473 -5.69140
H 1.34722 -3.22366 -5.25821
*
```